82
Properties=species:S:1:pos:R:3 method="wB97M-V/def2-TZVPD" gap_ev=7.7 max_force_ha_per_bohr=0.05108 smiles="N=[PH2]c1ccc2c(c1I)C(=O)C=CC2=O.O=S1(=O)CCCC1.O=S1(=O)CCCC1.O=S1(=O)CCCC1.O=S1(=O)CCCC1" homo_ev=-8.2
N 1.0291 -10.3591 4.4742
P -0.4410 -10.4923 3.9000
C -0.7525 -9.1488 2.7015
C -1.5944 -8.1153 3.0237
C -1.8139 -7.0715 2.1563
C -1.1709 -7.0911 0.9519
C -0.3062 -8.1223 0.5923
C -0.1006 -9.1657 1.4681
I 1.1838 -10.7829 0.9869
C 0.3893 -8.0198 -0.7643
O 0.6079 -8.9688 -1.4806
C 0.7408 -6.6109 -1.1634
C -0.1020 -5.6455 -0.8330
C -1.3462 -5.9650 -0.0549
O -2.4077 -5.4029 -0.2332
H 1.0061 -10.2304 5.4802
H -0.5574 -11.7565 3.2850
H -1.3560 -10.4175 4.9775
H -2.0844 -8.1030 3.9947
H -2.4652 -6.2418 2.4091
H 1.6498 -6.3559 -1.7012
H 0.1226 -4.6056 -1.0914
C 1.3825 -0.4260 -0.9220
C 2.8493 -0.2038 -1.2975
C 3.4737 -1.5831 -1.5490
S 2.1370 -2.6447 -2.0998
O 1.9236 -3.6766 -1.1050
O 2.3181 -2.9688 -3.4923
C 0.8398 -1.4249 -1.9408
H 0.8171 0.5036 -0.9343
H 1.3192 -0.8449 0.0846
H 2.9062 0.3966 -2.2088
H 3.3824 0.3378 -0.5152
H 4.2407 -1.5492 -2.3193
H 3.8843 -2.0106 -0.6353
H -0.0829 -1.9080 -1.6242
H 0.7040 -0.9595 -2.9168
C 4.0457 3.3945 3.3664
C 5.3889 2.7327 3.0323
C 5.1486 1.7743 1.8594
S 3.7602 2.4502 0.9396
O 2.6504 1.5370 1.0443
O 4.2245 2.9444 -0.3335
C 3.4529 3.8291 2.0314
H 4.1676 4.2398 4.0420
H 3.3861 2.6692 3.8484
H 6.1091 3.4997 2.7391
H 5.8044 2.2054 3.8903
H 6.0136 1.7097 1.2032
H 4.8693 0.7797 2.2041
H 2.3854 4.0295 2.0812
H 3.9805 4.6944 1.6295
C -2.6005 6.0512 1.2312
C -2.0126 5.3413 0.0025
C -0.5368 5.0598 0.3026
S -0.4054 4.9043 2.0861
O 0.4026 5.9915 2.5866
O -0.1229 3.5314 2.4275
C -2.1215 5.2573 2.4433
H -3.6888 6.0972 1.1905
H -2.2207 7.0746 1.2823
H -2.5407 4.3977 -0.1609
H -2.1214 5.9337 -0.8966
H -0.1983 4.1359 -0.1615
H 0.0997 5.8866 -0.0091
H -2.1963 5.8059 3.3799
H -2.6453 4.3048 2.5233
C -5.3952 5.7587 -4.0836
C -4.8065 5.0438 -5.3065
C -3.3281 4.7648 -5.0081
S -3.1977 4.6158 -3.2236
O -2.3951 5.7090 -2.7295
O -2.9168 3.2479 -2.8731
C -4.9150 4.9691 -2.8700
H -6.4826 5.8034 -4.1254
H -5.0167 6.7824 -4.0366
H -5.3341 4.1011 -5.4654
H -4.9178 5.6372 -6.2129
H -2.9879 3.8402 -5.4680
H -2.6924 5.5910 -5.3216
H -4.9918 5.5224 -1.9361
H -5.4379 4.0165 -2.7867



80
Properties=species:S:1:pos:R:3 method="wB97M-V/def2-TZVPD" gap_ev=3.9 max_force_ha_per_bohr=0.23343 total_charge=+1 homo_ev=-10.1
C 3.2757 -0.0273 3.5726
C 1.9759 0.7887 3.4070
C 2.1398 2.2339 2.9219
C 2.9356 2.4361 1.5931
N 2.1327 2.0723 0.4137
C 2.2336 3.0073 -0.7210
C 0.9009 2.9976 -1.5275
C -0.3335 2.9968 -0.6076
C -1.4914 2.1377 -1.1938
B -2.6514 1.7916 -0.1284
Cl -2.8162 3.1637 1.2022
O -2.3722 0.6005 0.7051
C -3.1869 -0.4687 0.4709
Br -3.7168 -1.1839 2.2548
C -2.3122 -1.3347 -0.4571
C -2.4517 -2.8824 -0.4637
C -1.5773 -3.4844 0.6460
C -0.1908 -2.9662 0.4573
C 0.7424 -3.4334 -0.4595
C 1.9806 -2.8819 -0.5730
C 2.3323 -1.8295 0.2496
C 1.4260 -1.3585 1.1735
C 0.2083 -1.9260 1.2615
C -4.4814 0.2270 -0.1826
C -5.5343 0.8098 0.8164
C -6.4753 1.7972 0.1089
O -7.4390 1.4947 -0.5172
Cl -6.0759 3.5423 0.3062
C -5.2057 -0.5518 -1.2997
S -6.1364 -1.9847 -0.7046
O -7.5168 -1.7198 -0.9564
O -5.7190 -3.1589 -1.4270
O -3.9265 1.3957 -0.7589
C 2.3019 0.7462 0.0237
S 0.9914 -0.0813 -0.4466
S 3.9223 -0.0932 -0.0537
C 4.0984 -0.7930 -1.7331
C 5.5318 -0.4450 -2.2212
C 5.7236 -0.7094 -3.7326
H 3.2547 -0.8242 2.7865
H 3.3521 -0.5330 4.5453
H 4.1946 0.5474 3.4322
H 1.2813 0.2819 2.7480
H 1.5181 0.8539 4.4013
H 1.1582 2.6884 2.7566
H 2.6715 2.8309 3.6738
H 3.9099 1.9226 1.6505
H 3.1621 3.5052 1.5669
H 2.4009 4.0395 -0.4025
H 3.0577 2.7901 -1.4237
H 0.9017 3.9123 -2.1355
H 0.8867 2.1673 -2.2442
H -0.7022 4.0218 -0.4985
H -0.1291 2.6259 0.4012
H -1.9612 2.6508 -2.0484
H -1.0413 1.2199 -1.6100
H -1.2705 -1.0400 -0.3232
H -2.5765 -0.9969 -1.4690
H -3.4959 -3.1847 -0.3386
H -2.1629 -3.2546 -1.4549
H -1.9020 -3.2925 1.6698
H -1.5755 -4.5813 0.5455
H 0.4551 -4.2656 -1.0958
H 2.6735 -3.2969 -1.3011
H 3.3194 -1.3783 0.1554
H 1.7296 -0.5484 1.8180
H -0.4636 -1.5166 2.0140
H -5.0499 1.3655 1.6225
H -6.1888 0.0211 1.2097
H -4.5192 -0.8744 -2.0874
H -5.9265 0.1052 -1.7922
H -5.8728 -2.2053 0.6183
H 4.0633 -1.8871 -1.6508
H 3.3319 -0.4554 -2.4319
H 6.2602 -0.9576 -1.5814
H 5.6519 0.6233 -2.0043
H 6.7055 -1.1510 -3.9217
H 5.6955 0.2440 -4.2638
H 4.9397 -1.3822 -4.0908
Yb 5.0200 -1.7162 1.1351



83
Properties=species:S:1:pos:R:3 method="wB97M-V/def2-TZVPD" gap_ev=2.5 max_force_ha_per_bohr=0.11328 total_charge=+2 homo_ev=-13.6
C 0.8726 -3.2581 -1.1037
C 1.2006 -2.0288 -0.0930
C 0.7441 -0.7610 -0.8275
F 1.3351 -0.8325 -2.0891
P 1.0752 0.9948 0.0451
C 2.9237 0.5202 0.2075
C 4.0253 1.6301 0.0978
C 5.3123 1.0599 -0.6637
S 5.0856 1.0813 -2.4881
O 4.1677 0.0062 -2.8827
O 6.3408 0.8714 -3.1860
O 4.4756 2.5413 -2.9749
C 1.4068 1.9521 -1.5668
C 0.2832 2.1091 -2.6076
O -0.5638 2.9467 -2.6355
O 0.3760 1.2947 -3.7776
C -0.6740 0.4099 -3.9330
C -0.2950 -0.9363 -4.6664
O -1.8289 0.5706 -3.6237
O 1.5285 2.4996 0.8481
C 1.6985 2.3646 2.1689
N 2.2474 2.2805 3.1792
O -0.5367 1.6130 -0.1480
C -1.2996 1.6481 1.0719
C -2.8158 2.0254 0.9942
C -3.1482 3.0114 -0.2206
N -2.6433 4.3498 0.1647
C -0.8560 0.2768 1.8014
C -0.9213 0.7615 3.3670
C 0.1483 0.1321 4.3144
C -0.3690 -1.0875 5.1720
N 0.3968 -2.3008 5.1032
O -1.3778 -1.0683 5.8383
C -1.8690 -0.9142 1.8784
C -2.0754 -1.9615 0.7627
C -1.7212 -3.3699 1.0747
C -1.9063 -4.4844 0.1582
C -2.4958 -4.2917 -1.1730
C -2.8699 -2.9281 -1.5268
C -2.6805 -1.8062 -0.5722
C -3.1705 -0.3886 -1.0497
O 0.5159 0.1722 1.4852
H -0.0806 -3.0052 -1.6249
H 0.7937 -4.1557 -0.4395
H 1.7063 -3.3902 -1.8328
H 2.3088 -2.1281 0.0765
H 0.7055 -2.2986 0.8616
H -0.3656 -0.7499 -1.0563
H 3.0254 0.0415 1.2302
H 3.2462 -0.2934 -0.5067
H 4.4012 1.8698 1.1350
H 3.7799 2.6034 -0.3760
H 6.1956 1.6959 -0.3790
H 5.4778 0.0097 -0.3093
H 5.1697 3.2252 -2.8619
H 1.7467 2.9888 -1.2867
H 2.3000 1.5155 -2.1095
H -0.5757 -1.8381 -4.0732
H 0.8278 -0.9726 -4.7803
H -0.6882 -0.9498 -5.7202
H -0.8845 2.6022 1.5155
H -3.5417 1.1786 1.0093
H -3.0361 2.6330 1.9205
H -2.7108 2.6419 -1.1791
H -4.2774 3.0833 -0.2469
H -2.9247 5.0575 -0.5162
H -3.0197 4.6320 1.0709
H -0.8586 1.8704 3.4769
H -1.9325 0.4783 3.7831
H 1.1262 -0.1672 3.8732
H 0.3990 0.9244 5.0807
H -0.2175 -3.1152 5.0680
H 0.9892 -2.2732 4.2656
H -2.8810 -0.4658 2.1073
H -1.6340 -1.4900 2.8225
H -1.2888 -3.5922 2.0853
H -1.5959 -5.4967 0.5094
H -2.6700 -5.1278 -1.8815
H -3.3393 -2.7200 -2.5189
H -2.4030 0.4217 -1.0486
H -3.5114 -0.4825 -2.1300
H -4.1224 -0.1179 -0.4609
Lu -5.6814 -1.3482 -0.4762